(1)
Computed, not measured: a molecular structure, C54H51BrF4GaN5PS2, with the ωB97M-V functional and the def2-TZVPD basis.

The geometry in XYZ format:
```
119
Properties=species:S:1:pos:R:3:lowdin_charge:R:1
Br 0.909 -4.635 0.562 0.943
Ga -0.058 -0.916 -0.523 0.424
S -5.574 -3.910 -3.316 0.768
S -0.720 -0.186 2.486 1.129
P 2.490 -1.778 -0.759 1.115
F 6.339 -4.956 -1.805 0.181
F 2.507 -6.996 -0.096 0.109
F 4.969 -7.195 -1.147 0.195
F 5.267 -2.580 -1.485 0.125
N -4.390 -6.134 -2.470 0.132
N -1.125 -2.413 -1.311 -0.018
N 0.201 -0.942 1.372 -0.282
N 0.227 0.886 -1.488 0.071
N -1.968 0.077 -0.238 0.030
C 1.656 2.615 -2.318 0.048
C -4.315 0.342 0.125 0.043
C 0.818 5.680 -2.937 -0.013
C -3.007 2.214 -0.492 0.087
C 3.166 0.436 0.795 -0.108
C 0.955 3.603 -1.625 -0.107
C -4.267 1.705 -0.177 -0.108
C -2.449 -3.255 -3.105 0.013
C 4.614 0.125 -3.717 -0.038
C -0.574 1.852 -0.972 -0.169
C -4.367 -4.820 -2.683 -0.854
C 1.105 3.032 3.984 -0.050
C 1.196 0.269 4.420 -0.054
C 4.858 -0.968 2.489 -0.037
C 4.693 0.399 2.651 -0.046
C 2.001 1.119 5.160 -0.041
C 4.192 -1.637 1.468 -0.059
C -1.446 -2.457 -2.619 -0.066
C -6.368 2.042 -1.417 -0.019
C -1.172 -3.590 4.626 -0.043
C -3.154 -4.073 -2.227 -0.215
C -2.238 -1.014 4.552 -0.068
C -6.332 2.328 1.082 -0.028
C 0.844 5.814 -0.430 -0.041
C 0.292 2.194 3.234 -0.079
C -3.174 -0.422 0.080 -0.069
C 3.138 -5.897 -0.481 -0.259
C -5.537 2.538 -0.217 -0.553
C 3.355 -0.937 0.600 -0.373
C 3.980 -0.356 -4.858 -0.035
C 4.199 -0.290 -2.460 -0.090
C 4.510 -3.633 -1.192 -0.210
C -0.717 -2.689 3.670 -0.095
C -1.257 -1.414 3.653 -0.412
C 3.136 -1.182 -2.348 -0.424
C -2.148 -3.208 5.535 -0.033
C 1.388 5.057 -1.647 -0.549
C -5.243 4.028 -0.388 -0.050
C 3.839 1.100 1.806 -0.058
C -1.785 -3.222 -0.461 -0.198
C 4.413 -6.015 -1.009 -0.118
C 1.286 1.296 -2.212 -0.070
C 3.201 -3.478 -0.730 -0.298
C 5.107 -4.871 -1.348 -0.121
C -1.899 1.384 -0.503 -0.190
C 2.928 -1.257 -4.747 -0.045
C -2.680 -1.923 5.500 -0.035
C 2.552 -4.655 -0.336 -0.571
C -2.770 -4.086 -0.887 0.025
C 2.920 5.156 -1.663 -0.034
C 2.504 -1.668 -3.491 -0.112
C 0.354 0.824 3.464 -0.396
C 1.952 2.494 4.944 -0.034
C -0.212 3.181 -0.981 0.073
H -7.283 2.632 -1.490 0.103
H 2.508 1.000 0.147 0.089
H -6.660 1.295 1.207 0.082
H -4.778 4.248 -1.352 0.091
H -6.181 4.580 -0.354 0.101
H 5.229 0.920 3.435 0.122
H -0.397 2.598 2.499 0.106
H -0.270 5.598 -2.972 0.095
H -4.608 4.413 0.414 0.096
H -5.249 -0.141 0.381 0.131
H 2.569 3.151 5.543 0.125
H -2.495 -3.913 6.280 0.125
H 3.213 6.203 -1.590 0.101
H -3.227 -1.472 0.323 0.111
H 5.519 -1.519 3.145 0.123
H -0.235 5.968 -0.484 0.087
H -1.533 -3.138 0.588 0.083
H 1.685 -2.375 -3.403 0.103
H -5.745 2.616 1.958 0.097
H -5.817 2.155 -2.354 0.097
H -6.650 0.993 -1.306 0.089
H 1.059 4.104 3.837 0.119
H 1.842 0.533 -2.725 0.083
H 4.340 -2.703 1.353 0.111
H -7.226 2.952 1.060 0.101
H -5.208 -6.656 -2.751 0.124
H -3.572 -6.653 -2.194 0.126
H 1.080 6.739 -2.972 0.105
H 1.205 -0.798 4.611 0.122
H -2.707 -3.229 -4.154 0.134
H -0.751 -4.588 4.664 0.121
H 3.353 4.768 -2.586 0.083
H 2.514 2.856 -2.930 0.130
H 3.699 2.166 1.941 0.114
H -2.646 -0.008 4.524 0.123
H -0.885 -1.809 -3.281 0.127
H 1.072 -1.292 1.758 0.025
H 2.444 -1.640 -5.636 0.120
H 5.444 0.813 -3.810 0.123
H 0.059 -2.977 2.974 0.064
H -2.892 3.253 -0.765 0.116
H 2.653 0.711 5.922 0.125
H 1.083 5.296 0.504 0.090
H 3.366 4.624 -0.817 0.094
H -3.442 -1.629 6.211 0.125
H 1.303 6.801 -0.389 0.101
H -3.284 -4.710 -0.166 0.142
H -0.861 3.901 -0.499 0.123
H 4.704 0.073 -1.574 0.118
H 1.231 5.199 -3.826 0.095
H 4.318 -0.042 -5.837 0.123
```

The charge is +3. The value obtained for the LUMO energy is -7.91 eV. The molecular weight comes out at 1090.8 g mol⁻¹.


(2)
Computed, not measured: a molecular structure, C54H53Cl5N2PS2SbSeZn, with the ωB97M-V functional and the def2-TZVPD basis.

The geometry in XYZ format:
```
120
Properties=species:S:1:pos:R:3:lowdin_charge:R:1
Sb 2.888 2.117 -0.400 1.521
Se -0.804 1.397 -0.529 0.719
Zn 0.620 -0.620 -0.854 0.274
Cl 5.685 -4.417 0.606 0.688
Cl 0.975 -2.189 2.041 0.688
Cl 5.565 -2.881 -2.111 0.690
Cl 3.047 -1.119 -2.765 0.652
Cl 3.361 -4.117 2.665 0.676
S 1.289 -4.374 -2.381 0.277
S -1.147 -2.017 -1.574 0.352
P -0.566 -3.962 -1.946 0.111
N -3.211 -0.120 -0.171 -0.029
N -2.034 0.001 1.671 0.002
C 3.832 6.154 -1.884 -0.085
C 2.344 2.219 2.626 -0.339
C -2.044 -6.143 1.830 -0.088
C 2.314 3.990 -2.813 -0.304
C -1.180 0.594 2.703 -0.145
C -0.247 -5.435 0.398 -0.110
C -2.526 -4.964 -0.208 -0.102
C -3.415 -1.614 3.050 0.012
C 2.445 5.156 -3.567 -0.055
C -3.272 -5.469 -5.347 -0.091
C -4.954 -1.761 0.659 0.008
C 5.862 2.549 0.843 -0.286
C -2.964 -5.598 0.941 -0.089
C 2.213 -1.647 -0.281 -0.367
C 3.191 6.231 -3.111 -0.084
C -2.107 0.400 0.388 -0.638
C -3.034 2.333 3.135 -0.241
C -3.086 -0.868 1.924 -0.144
C -2.271 -3.628 -4.165 -0.112
C -4.528 -2.425 2.956 -0.068
C 7.234 2.316 0.755 -0.056
C 5.025 1.986 -0.132 -0.315
C -1.690 -4.514 -3.267 -0.400
C 3.329 -3.229 1.189 -0.703
C 2.254 2.986 1.456 -0.358
C 3.711 4.999 -1.127 -0.127
C -1.898 -5.883 -3.419 -0.093
C 2.867 0.809 2.592 -0.072
C -5.287 -2.495 1.781 -0.071
C 4.317 -2.681 -0.946 -0.715
C 7.790 1.555 -0.261 -0.082
C 2.951 3.917 -1.569 -0.322
C -2.009 1.370 3.729 -0.169
C 5.599 1.225 -1.153 -0.153
C -6.827 0.487 -1.749 -0.104
C -1.163 -4.879 -0.485 -0.395
C 1.509 2.845 -3.373 -0.081
C 1.740 4.276 1.521 -0.125
C 1.950 2.785 3.835 -0.060
C -2.690 -6.358 -4.451 -0.080
C 5.375 3.385 1.999 -0.048
C -3.838 -0.939 0.757 -0.149
C -3.652 0.123 -1.543 -0.187
C -4.456 1.412 -1.654 -0.178
C 2.283 -2.362 0.897 -0.705
C -3.058 -4.106 -5.205 -0.086
C 1.359 4.834 2.735 -0.092
C -2.417 3.510 2.391 -0.092
C 3.233 -1.849 -1.192 -0.758
C -5.834 1.368 -1.000 -0.253
C 4.362 -3.374 0.263 -0.696
C 1.472 4.088 3.897 -0.090
C -0.687 -6.060 1.557 -0.079
C 6.966 1.007 -1.229 -0.087
H 3.002 0.410 3.597 0.089
H -3.888 -5.840 -6.156 0.100
H -6.228 2.386 -0.952 0.108
H -3.189 4.187 2.022 0.075
H -2.850 -7.423 -4.561 0.103
H -4.025 -5.671 1.146 0.098
H 4.967 0.776 -1.910 0.049
H -6.969 0.848 -2.770 0.078
H 7.376 0.409 -2.033 0.102
H -2.815 -1.582 3.949 0.117
H -4.203 -0.760 -1.862 0.120
H 3.830 0.743 2.077 0.069
H 4.553 4.044 1.728 0.052
H 0.034 -6.485 2.243 0.104
H 4.230 4.939 -0.178 0.086
H 0.979 5.847 2.770 0.103
H 1.097 3.104 -4.348 0.078
H 2.177 0.146 2.064 0.020
H -1.758 4.077 3.049 0.070
H -3.660 2.705 3.950 0.110
H 4.428 6.983 -1.523 0.102
H -7.801 0.481 -1.259 0.074
H 2.037 2.200 4.744 0.110
H -0.614 -0.203 3.185 0.094
H 1.188 4.515 4.851 0.102
H -6.146 -3.152 1.747 0.108
H 2.118 1.946 -3.495 0.060
H -1.432 -6.578 -2.731 0.112
H 6.190 3.997 2.386 0.081
H -6.491 -0.549 -1.818 0.052
H -3.854 2.215 -1.220 0.102
H -1.299 1.919 4.353 0.116
H 5.017 2.760 2.821 0.082
H 0.809 -5.380 0.164 0.069
H -3.713 1.782 2.475 0.100
H 0.670 2.582 -2.726 0.020
H 7.882 2.750 1.508 0.108
H -2.387 -6.640 2.729 0.100
H -4.812 -3.033 3.804 0.108
H 1.650 4.869 0.618 0.093
H 1.955 5.216 -4.532 0.107
H -5.741 1.036 0.039 0.098
H -2.104 -2.565 -4.047 0.064
H -2.754 0.176 -2.157 0.061
H 3.277 7.124 -3.717 0.102
H -5.533 -1.831 -0.251 0.104
H -0.469 1.236 2.186 0.076
H 8.860 1.396 -0.294 0.103
H -1.818 3.191 1.537 0.025
H -3.245 -4.532 -0.897 0.106
H -4.560 1.648 -2.717 0.122
H -3.503 -3.411 -5.905 0.100
H -2.521 0.664 4.388 0.098
```

The value obtained for the LUMO energy is -0.07 eV. The molecular weight comes out at 1268.5 g mol⁻¹. The relative energy (zero: lowest compared OMol25 entry of this formula, charge and spin) comes out at 0.0000 eV.